No. 1
Entry from the Open Molecules 2025 dataset: 2 unconnected molecules or ions with the total composition C8H17N3 in a non-equilibrium geometry (ωB97M-V/def2-TZVPD).

**HOMO level**: -14.3215 eV
**Net charge**: +2
**HOMO-LUMO gap**: 7.0 eV
**Calculated total energy**: -478.57712 hartree
**Relative energy (zero: lowest compared OMol25 entry of this formula, charge and spin)**: 173.3 kJ/mol

Last column: natural (NBO) charge in e.
Geometry (Å):
C: 4.664 8.433 4.346  0.049
C: 3.899 6.082 5.471  0.375
C: 5.430 7.291 3.902  -0.295
C: -3.108 -8.556 -5.575  -0.739
C: -4.162 -7.160 -3.893  -0.803
C: -4.541 -6.443 -6.345  -0.725
C: 1.540 7.245 5.640  -0.402
C: -3.958 -7.410 -5.291  0.604
N: 3.575 8.381 4.967  -0.179
N: 5.065 6.208 4.868  -0.467
N: 2.971 7.305 5.340  -0.184
H: 4.929 9.435 3.836  0.240
H: 3.706 5.335 6.154  0.236
H: 5.330 6.887 2.831  0.242
H: 6.511 7.297 3.947  0.249
H: -2.198 -8.612 -5.007  0.304
H: -3.788 -9.441 -5.223  0.327
H: -2.957 -8.597 -6.627  0.256
H: -3.567 -6.293 -3.516  0.343
H: -3.945 -7.932 -3.197  0.268
H: -5.126 -6.721 -3.507  0.306
H: -4.293 -6.798 -7.299  0.252
H: -5.690 -6.275 -6.317  0.309
H: -4.190 -5.446 -6.142  0.298
H: 0.899 7.282 4.834  0.225
H: 1.328 6.333 6.081  0.219
H: 1.235 8.171 6.209  0.248
H: 5.694 5.423 4.815  0.443

Atoms 1-6, force components in eV/Å:
0.54 3.22 -2.26
-1.31 6.32 -2.65
0.57 -3.35 -0.97
-2.27 -0.66 -0.55
-1.42 2.01 2.02
-1.54 -1.48 1.93

---

No. 2
Entry from the Open Molecules 2025 dataset: 3 unconnected molecules or ions with the total composition C8H17N4 in a non-equilibrium geometry (ωB97M-V/def2-TZVPD).

**HOMO level**: -12.4897 eV
**Net charge**: +1
**HOMO-LUMO gap**: 10.0 eV
**Calculated total energy**: -533.76062 hartree
**Relative energy (zero: lowest compared OMol25 entry of this formula, charge and spin)**: 75.2 kJ/mol

Last column: natural (NBO) charge in e.
Geometry (Å):
C: -6.265 0.314 -0.859  -0.323
C: -6.319 0.799 0.396  -0.015
C: -5.011 -0.245 -0.957  -0.012
C: 4.076 1.274 -1.163  -0.605
C: 3.722 1.065 0.324  -0.439
C: 3.371 -0.342 0.911  -0.113
C: 3.193 -1.465 0.218  -0.486
C: -0.979 -0.504 -0.055  0.385
N: -5.145 0.415 1.023  -0.325
N: -4.363 -0.251 0.188  -0.326
N: 0.227 -1.029 -0.013  -0.728
N: -1.985 -1.072 0.497  -0.709
H: -7.063 0.281 -1.612  0.260
H: -7.173 1.228 0.917  0.244
H: -4.538 -0.760 -1.749  0.216
H: 4.966 0.641 -1.367  0.219
H: 4.306 2.298 -1.304  0.224
H: 3.242 1.024 -1.806  0.189
H: 4.594 1.427 0.853  0.223
H: 2.868 1.615 0.612  0.199
H: 3.308 -0.306 1.929  0.193
H: -1.068 0.448 -0.509  0.214
H: 3.097 -1.589 -0.848  0.199
H: 3.178 -2.332 0.823  0.203
H: 0.839 -0.687 -0.716  0.418
H: 0.568 -1.822 0.440  0.425
H: -1.802 -1.928 0.954  0.404
H: -4.909 0.675 2.019  0.431
H: -2.924 -0.536 0.389  0.436

Atoms 1-6, force components in eV/Å:
-1.06 0.10 -1.58
0.19 -0.40 2.00
0.71 -1.33 -0.34
-0.09 -1.92 1.13
0.15 -1.70 -0.20
1.05 1.44 -4.49

---

No. 3
Entry from the Open Molecules 2025 dataset: C8H17N5O3 in the gas phase in a non-equilibrium geometry (ωB97M-V/def2-TZVPD).

**HOMO level**: -8.4573 eV
**Net charge**: 0
**HOMO-LUMO gap**: 8.7 eV
**SMILES**: [H]/N=C(\N)NCCC[C@H](N)C(=O)NCC(=O)O
**Calculated total energy**: -814.50979 hartree
**Relative energy (zero: lowest compared OMol25 entry of this formula, charge and spin)**: 259.7 kJ/mol

Last column: natural (NBO) charge in e.
Geometry (Å):
H: 5.274 -0.242 -0.254  0.342
N: 4.473 -0.601 0.215  -0.758
C: 3.374 0.079 0.047  0.593
N: 3.014 1.210 -0.697  -0.841
N: 2.171 -0.354 0.722  -0.674
C: 1.776 -1.737 0.527  -0.211
C: 0.858 -1.807 -0.748  -0.412
C: -0.420 -0.859 -0.761  -0.410
C: -1.487 -1.307 0.329  -0.149
N: -1.729 -2.721 0.102  -0.813
C: -2.737 -0.408 0.103  0.667
O: -3.661 -0.681 -0.661  -0.615
N: -2.650 0.785 0.675  -0.650
C: -1.518 1.464 1.216  -0.343
C: -0.689 2.150 0.100  0.764
O: 0.476 2.574 0.132  -0.614
O: -1.259 2.220 -1.093  -0.610
H: 3.812 1.734 -1.010  0.365
H: 2.409 1.879 -0.200  0.407
H: 1.473 0.357 0.898  0.374
H: 2.634 -2.378 0.558  0.241
H: 1.133 -1.999 1.425  0.180
H: 1.321 -1.453 -1.645  0.210
H: 0.500 -2.851 -0.830  0.222
H: -0.007 0.164 -0.713  0.217
H: -0.994 -1.065 -1.640  0.213
H: -1.051 -1.170 1.382  0.194
H: -1.969 -2.706 -0.868  0.354
H: -2.606 -3.096 0.510  0.372
H: -3.558 1.266 0.628  0.413
H: -0.782 0.753 1.627  0.250
H: -1.851 2.184 1.986  0.256
H: -2.080 2.025 -0.870  0.467

Atoms 1-6, force components in eV/Å:
0.46 0.51 -0.70
-2.66 0.78 -0.14
-1.03 -0.80 1.52
1.19 0.70 0.25
2.50 -0.25 0.10
-2.99 1.47 0.56

---

No. 4
Entry from the Open Molecules 2025 dataset: 2 unconnected molecules or ions with the total composition C8H17NO in a non-equilibrium geometry (ωB97M-V/def2-TZVPD).

**HOMO level**: -8.7720 eV
**Net charge**: 0
**HOMO-LUMO gap**: 9.6 eV
**SMILES**: C=CC(C)(C)N.CC(C)=O
**Calculated total energy**: -444.98765 hartree
**Relative energy (zero: lowest compared OMol25 entry of this formula, charge and spin)**: 158.2 kJ/mol

Last column: natural (NBO) charge in e.
Geometry (Å):
C: -0.331 -1.827 1.667  -0.391
C: 0.363 -1.672 0.553  -0.187
C: 1.421 -0.628 0.325  0.073
C: 1.167 0.030 -1.129  -0.615
C: 2.792 -1.310 0.304  -0.599
N: 1.412 0.349 1.383  -0.855
H: -0.173 -1.193 2.522  0.213
H: -1.079 -2.599 1.761  0.194
H: 0.218 -2.348 -0.283  0.193
H: 0.255 0.605 -1.241  0.193
H: 1.121 -0.772 -1.867  0.201
H: 2.011 0.683 -1.359  0.204
H: 2.992 -1.746 1.279  0.224
H: 2.819 -2.099 -0.444  0.205
H: 3.585 -0.588 0.081  0.201
H: 0.491 0.769 1.484  0.392
H: 2.091 1.079 1.204  0.355
C: -2.606 0.141 -0.638  -0.734
C: -1.824 1.286 -0.047  0.618
C: -1.727 2.518 -0.915  -0.726
O: -1.409 1.269 1.090  -0.566
H: -2.372 0.006 -1.696  0.223
H: -2.398 -0.773 -0.082  0.249
H: -3.674 0.360 -0.546  0.240
H: -1.093 3.265 -0.448  0.235
H: -2.728 2.927 -1.060  0.237
H: -1.325 2.268 -1.896  0.226

Atoms 1-6, force components in eV/Å:
-0.05 -0.12 -0.06
0.11 -0.01 0.05
-0.25 0.58 -1.47
0.61 -0.93 0.97
-0.07 0.15 -0.08
-0.07 0.27 0.42

---

No. 5
Entry from the Open Molecules 2025 dataset: 2 unconnected molecules or ions with the total composition C8H17NO in a non-equilibrium geometry (ωB97M-V/def2-TZVPD).

**HOMO level**: -6.7888 eV
**Net charge**: 0
**HOMO-LUMO gap**: 7.7 eV
**Calculated total energy**: -444.85657 hartree
**Relative energy (zero: lowest compared OMol25 entry of this formula, charge and spin)**: 502.3 kJ/mol

Last column: natural (NBO) charge in e.
Geometry (Å):
C: 1.557 0.027 0.647  0.427
C: 0.104 0.698 -1.007  -0.256
C: 1.587 0.726 -0.662  -0.510
C: 1.363 0.835 1.889  -0.685
C: -0.148 0.466 -2.482  -0.629
N: 1.699 -1.279 0.687  -0.726
H: -0.362 1.624 -0.668  0.182
H: 0.863 -1.849 0.000  0.357
H: 1.518 -1.672 1.606  0.365
H: 2.015 1.734 -0.597  0.211
H: 2.174 0.156 -1.385  0.225
H: 2.341 1.154 2.271  0.236
H: 0.870 0.256 2.673  0.228
H: 0.772 1.729 1.689  0.226
H: 0.239 -0.509 -2.789  0.210
H: -1.212 0.496 -2.730  0.203
H: 0.344 1.227 -3.100  0.200
C: -2.154 0.579 1.398  -0.244
C: -1.132 -0.772 -0.262  0.203
C: -0.593 -2.064 -0.529  -0.799
O: -1.363 -0.552 1.088  -0.557
H: -1.930 -0.390 -0.897  0.160
H: -3.123 0.541 0.888  0.174
H: -2.310 0.568 2.476  0.193
H: -1.646 1.509 1.122  0.166
H: -0.796 -2.821 0.223  0.224
H: -0.676 -2.416 -1.549  0.214

Atoms 1-6, force components in eV/Å:
0.55 -0.79 0.51
-1.30 -0.98 0.19
0.08 -0.45 0.05
-0.07 -0.05 0.18
0.07 0.16 -0.02
-0.05 1.02 0.04

---

No. 6
Entry from the Open Molecules 2025 dataset: 2 unconnected molecules or ions with the total composition C8H17NO2 in a non-equilibrium geometry (ωB97M-V/def2-TZVPD).

**HOMO level**: -9.5214 eV
**Net charge**: 0
**HOMO-LUMO gap**: 10.3 eV
**SMILES**: C[C@@H]1C[C@@H]1O.NCC1COC1
**Calculated total energy**: -520.15827 hartree
**Relative energy (zero: lowest compared OMol25 entry of this formula, charge and spin)**: 272.7 kJ/mol

Last column: natural (NBO) charge in e.
Geometry (Å):
C: 3.665 2.455 -1.402  -0.607
C: 2.353 2.072 -0.775  -0.239
C: 2.078 1.740 0.667  -0.454
C: 2.193 0.635 -0.331  0.067
O: 3.379 -0.125 -0.263  -0.717
H: 3.742 3.562 -1.423  0.202
H: 4.522 2.050 -0.850  0.221
H: 3.730 2.127 -2.446  0.212
H: 1.521 2.581 -1.302  0.215
H: 2.892 1.844 1.403  0.216
H: 1.081 2.014 1.044  0.225
H: 1.327 0.058 -0.726  0.187
H: 3.314 -0.684 0.523  0.469
N: -3.065 -2.976 1.587  -0.828
C: -3.278 -1.579 1.258  -0.211
C: -2.595 -1.286 -0.066  -0.276
C: -2.597 0.162 -0.564  -0.051
O: -1.164 0.261 -0.441  -0.546
C: -1.068 -1.105 0.020  -0.062
H: -2.074 -3.142 1.755  0.348
H: -3.524 -3.196 2.465  0.357
H: -4.360 -1.398 1.173  0.193
H: -2.896 -0.901 2.021  0.163
H: -2.918 -2.021 -0.819  0.217
H: -3.097 0.873 0.086  0.172
H: -2.923 0.282 -1.610  0.178
H: -0.440 -1.717 -0.656  0.181
H: -0.662 -1.154 1.037  0.166

Atoms 1-6, force components in eV/Å:
0.50 0.99 0.45
-0.27 -0.21 -0.90
-0.19 0.57 0.77
-0.86 -0.36 -0.59
-0.03 -0.04 -0.08
0.16 -0.50 0.06

---

Which value of relative energy (zero: lowest compared OMol25 entry of this formula, charge and spin) does entry 1 give?
173.3 kJ/mol